Entry 1:
{"formula": "C40H55BrEuFN4O8PS2", "method": "the ωB97M-V functional and the def2-TZVPD basis", "s_squared": 12.008, "spin_multiplicity": 7, "charge": -1, "homo_lumo_gap_ev": [4.93, 4.95], "homo_energy_ha": [-0.1362, -0.1364], "lumo_ev": [1.22, 1.23], "species": ["Eu", "C", "C", "C", "C", "C", "C", "C", "F", "C", "C", "C", "O", "C", "C", "N", "C", "C", "O", "O", "H", "H", "H", "H", "H", "H", "H", "H", "H", "H", "H", "C", "C", "C", "C", "C", "C", "C", "Br", "C", "O", "C", "C", "C", "C", "C", "C", "H", "H", "H", "H", "H", "H", "H", "H", "H", "H", "H", "H", "H", "H", "H", "H", "H", "H", "H", "H", "S", "C", "N", "S", "C", "N", "C", "C", "N", "H", "H", "H", "H", "H", "H", "C", "C", "C", "C", "O", "P", "O", "O", "O", "C", "C", "C", "C", "H", "H", "H", "H", "H", "H", "H", "H", "H", "H", "H", "H", "H", "H", "H", "H", "H", "H"], "coordinates": [[0.23, -0.04, 1.10], [-5.82, -5.16, 3.15], [-5.83, -4.43, 1.82], [-6.49, -5.40, 0.83], [-6.49, -4.94, -0.59], [-5.33, -4.03, -0.99], [-5.19, -3.53, -2.32], [-4.14, -2.73, -2.66], [-4.03, -2.18, -3.86], [-3.18, -2.31, -1.75], [-3.32, -2.76, -0.40], [-2.47, -2.13, 0.58], [-1.61, -1.24, 0.23], [-2.60, -2.53, 1.97], [-3.55, -3.50, 2.26], [-4.51, -3.94, 1.34], [-4.41, -3.60, 0.00], [-1.65, -2.13, 3.12], [-1.97, -2.64, 4.19], [-0.70, -1.32, 2.90], [-6.85, -5.52, 3.29], [-5.59, -4.50, 4.00], [-5.11, -6.00, 3.12], [-6.56, -3.57, 1.89], [-7.56, -5.54, 1.11], [-6.05, -6.42, 0.95], [-7.42, -4.32, -0.81], [-6.65, -5.81, -1.29], [-6.02, -3.82, -2.98], [-2.37, -1.67, -2.00], [-3.62, -3.95, 3.24], [1.09, 3.95, -7.00], [1.50, 4.20, -5.56], [3.03, 4.13, -5.49], [1.01, 5.65, -5.30], [0.94, 3.18, -4.54], [1.55, 1.97, -4.22], [1.20, 1.22, -3.12], [2.10, -0.41, -2.73], [0.03, 1.59, -2.30], [-0.17, 1.13, -1.13], [-0.77, 2.68, -2.89], [-0.27, 3.50, -3.88], [-2.30, 3.00, -2.57], [-3.05, 3.16, -3.92], [-2.89, 1.85, -1.75], [-2.37, 4.31, -1.67], [1.43, 4.84, -7.61], [0.00, 3.90, -7.25], [1.54, 3.03, -7.40], [3.45, 4.97, -6.07], [3.42, 3.16, -5.81], [3.40, 4.30, -4.47], [1.68, 6.33, -5.82], [1.15, 6.01, -4.24], [0.00, 5.90, -5.55], [2.27, 1.52, -4.91], [-0.68, 4.46, -4.14], [-2.90, 2.24, -4.51], [-2.61, 4.02, -4.48], [-4.14, 3.27, -3.75], [-3.12, 0.97, -2.38], [-3.89, 2.17, -1.37], [-2.31, 1.54, -0.91], [-1.71, 5.08, -2.08], [-1.96, 4.09, -0.63], [-3.39, 4.68, -1.68], [-1.36, 4.82, 2.11], [-1.04, 3.23, 1.87], [-0.74, 2.10, 1.66], [1.83, -2.64, 0.17], [1.54, -3.46, 1.58], [1.84, -3.00, 2.77], [1.36, -3.91, 3.83], [0.94, -5.14, 3.01], [1.10, -4.75, 1.63], [1.93, -1.98, 2.95], [0.45, -3.49, 4.32], [2.16, -4.13, 4.50], [-0.16, -5.35, 3.21], [1.55, -6.02, 3.14], [0.95, -5.34, 0.84], [4.50, 3.40, 4.31], [3.27, 2.51, 4.02], [2.85, 1.53, 5.12], [2.12, 3.43, 3.58], [3.79, 1.74, 2.88], [3.08, 0.78, 1.87], [2.15, 1.49, 0.85], [2.22, -0.26, 2.55], [4.23, 0.19, 0.98], [5.49, -0.64, 1.35], [6.66, 0.38, 1.35], [5.47, -1.51, 0.11], [5.33, -1.39, 2.65], [4.25, 4.16, 5.10], [4.84, 3.91, 3.35], [5.39, 2.82, 4.65], [2.04, 1.83, 5.78], [3.67, 1.19, 5.77], [2.55, 0.62, 4.61], [2.08, 4.24, 4.38], [1.12, 2.96, 3.67], [2.21, 3.86, 2.53], [6.87, 0.76, 0.34], [7.56, -0.03, 1.84], [6.23, 1.16, 2.02], [6.08, -1.01, -0.64], [4.50, -1.66, -0.36], [5.93, -2.49, 0.29], [5.35, -0.74, 3.57], [6.11, -2.13, 2.84], [4.36, -1.90, 2.66]]}

---

Entry 2:
{"formula": "CH4N2S2", "method": "the ωB97M-V functional and the def2-TZVPD basis", "charge": 0, "homo_lumo_gap_ev": 7.64, "homo_energy_ha": -0.3236, "lumo_ev": -1.17, "species": ["C", "H", "H", "H", "H", "N", "N", "S", "S"], "coordinates": [[-0.83, -0.02, -0.69], [1.43, 1.06, 1.43], [0.71, -0.75, -1.57], [-1.28, 0.15, -1.60], [0.08, -1.67, 1.50], [0.58, -0.32, -0.73], [-1.57, 0.25, 0.29], [1.58, 1.13, -0.41], [-0.71, 0.17, 1.78]]}

---

Entry 3:
{"formula": "C5H6N2", "method": "the ωB97M-V functional and the def2-TZVPD basis", "charge": 0, "homo_lumo_gap_ev": 10.24, "homo_energy_ha": -0.3491, "lumo_ev": 0.74, "smiles": "CC1=N[C@H]1C1=NC1", "species": ["C", "C", "C", "C", "C", "N", "N", "H", "H", "H", "H", "H", "H"], "coordinates": [[-1.74, -0.47, -0.22], [0.67, -0.89, -0.03], [-2.45, 0.35, 0.80], [-0.63, -1.33, -0.52], [1.81, -0.02, -0.32], [-2.88, -0.07, -0.55], [0.09, -1.79, 0.67], [-2.73, -0.20, 1.72], [-2.01, 1.30, 0.98], [-0.74, -1.89, -1.48], [1.54, 0.31, -1.33], [2.69, -0.55, -0.17], [1.87, 0.66, 0.48]]}

---

Entry 4:
{"formula": "C7H12N2", "method": "the ωB97M-V functional and the def2-TZVPD basis", "charge": 0, "homo_lumo_gap_ev": 9.45, "homo_energy_ha": -0.3124, "lumo_ev": 0.95, "smiles": "C[C@H]1[C@H]2CN1[C@H]1[C@@H](N)[C@@H]21", "species": ["C", "C", "C", "C", "C", "C", "C", "H", "H", "H", "H", "H", "H", "H", "H", "H", "H", "H", "H", "N", "N"], "coordinates": [[2.26, -1.40, -0.07], [0.87, -0.64, -0.33], [-0.39, -0.90, 0.41], [0.35, -0.34, 1.68], [-0.61, 1.37, 0.47], [-1.38, 1.13, -0.71], [-1.49, 0.14, 0.41], [2.46, -2.03, -1.04], [2.21, -1.97, 0.80], [3.04, -0.60, 0.07], [0.61, -0.42, -1.30], [-0.92, -1.77, 0.36], [-0.13, 0.21, 2.40], [1.19, -0.88, 1.97], [-0.59, 2.33, 1.19], [-2.17, 1.91, -0.42], [-1.62, 0.39, -2.53], [-1.03, 2.03, -2.61], [-2.45, -0.37, 0.78], [0.79, 0.71, 0.60], [-0.97, 1.09, -2.13]]}

---

Entry 5:
{"formula": "C3H7NO", "method": "the ωB97M-V functional and the def2-TZVPD basis", "charge": 0, "homo_lumo_gap_ev": 9.66, "homo_energy_ha": -0.3294, "lumo_ev": 0.70, "smiles": "CNC(C)=O", "species": ["C", "C", "C", "H", "H", "H", "H", "H", "H", "H", "N", "O"], "coordinates": [[1.26, 0.79, 0.07], [0.98, -0.64, 0.17], [-1.48, -0.34, -0.26], [0.78, 1.45, 0.59], [2.47, 0.94, 0.32], [0.95, 1.31, -1.09], [-0.67, -0.41, 1.63], [-1.37, -0.78, -1.35], [-2.48, -0.58, 0.01], [-1.53, 0.61, -0.50], [-0.50, -0.82, 0.63], [1.59, -1.54, -0.22]]}

---

Entry 6:
{"formula": "C5H11NO", "method": "the ωB97M-V functional and the def2-TZVPD basis", "charge": 0, "homo_lumo_gap_ev": 8.69, "homo_energy_ha": -0.2939, "lumo_ev": 0.69, "smiles": "C=C/C(C)=C/N.O", "species": ["C", "N", "C", "C", "C", "C", "H", "H", "H", "H", "H", "H", "H", "H", "H", "H", "H", "O"], "coordinates": [[-1.57, -0.37, -0.39], [-0.04, 1.31, 1.55], [0.61, 0.72, 0.46], [-0.15, 0.21, -0.50], [0.25, 0.59, -1.90], [0.71, 1.75, -2.36], [-1.73, -1.41, -0.54], [-1.92, -0.34, 0.69], [-2.29, 0.34, -1.04], [-0.01, 0.67, 2.34], [-1.05, 0.97, 1.36], [1.65, 0.85, 0.56], [0.22, -0.15, -2.73], [0.49, 2.61, -1.85], [1.26, 1.70, -3.25], [1.81, -3.54, 2.25], [0.57, -3.06, 3.00], [1.17, -2.84, 2.36]]}

---

What did we get for energy relative to the best compared isomer or geometry (same formula, charge and spin)? Answer: 22.3 132.6 101.1 128.8 81.0 98.1 kcal per mole, in the order shown.